Density functional theory data (ωB97M-V/def2-TZVPD) for a cluster of 2 separate species, CHF2P in total at a distorted geometry.

The geometry in XYZ format:
```
5
Properties=species:S:1:pos:R:3
C 2.3911 -0.0103 0.4822
F 3.3020 0.7280 -0.0676
F 2.4897 -1.2531 -0.1412
P 0.1593 1.1855 -0.1457
H 0.5978 2.3700 0.7833
```

Summary:
Energy above the lowest of the compared OMol25 structures with the same formula, charge and spin = 339.7 kJ/mol
LUMO (spin up / spin down) = -1.76 / -1.83 eV
Maximum force = 2.51 eV Å⁻¹
HOMO energy (spin up / spin down) = -8.6 / -9.3 eV
Kohn-Sham gap (spin up / spin down) = 0.2503 / 0.2733 hartree
E_tot = -15771.6412 eV



Density functional theory data (ωB97M-V/def2-TZVPD) for a structure of composition C24H44BNP2Sm at a distorted geometry.

The geometry in XYZ format:
```
73
Properties=species:S:1:pos:R:3
Sm 0.0418 0.9490 -0.4846
C -0.8988 -1.8857 2.5956
C 0.3736 -2.0806 1.9851
C 0.6080 -0.4906 3.6287
C -0.7562 -0.8760 3.5839
C 1.3123 -1.2318 2.6401
C -2.1237 -2.6704 2.3406
H -2.1825 -2.9986 1.2973
H -3.0143 -2.0726 2.5807
H -2.1568 -3.5750 2.9726
C -1.8239 -0.3129 4.4333
H -2.7151 -0.9500 4.4005
H -2.1006 0.6973 4.0940
H -1.4778 -0.2307 5.4732
C 1.1735 0.4903 4.5655
H 0.8027 0.3054 5.5839
H 0.8912 1.5166 4.2938
H 2.2647 0.4193 4.5831
C 2.7722 -1.2222 2.4132
H 3.2477 -2.1029 2.8815
H 3.2127 -0.3195 2.8550
H 3.0042 -1.2383 1.3370
C 0.6753 -3.0226 0.8868
H 0.9521 -4.0109 1.2949
H 1.5197 -2.6749 0.2712
H -0.1929 -3.1740 0.2242
C -1.6526 1.3138 -2.3113
C -2.1000 0.2036 -3.3357
C -1.0983 -0.6355 -4.1449
C 0.3924 -0.6356 -3.7868
C 0.7767 -0.5659 -2.2607
C 1.7469 0.6730 -2.0547
C 1.1139 2.0689 -2.3178
C -0.3738 2.1492 -2.7933
H -1.1875 -0.2956 -5.1928
H 0.9008 0.1768 -4.3155
H -1.4568 -1.6766 -4.1585
H -0.3608 2.0160 -3.8796
H -2.4123 2.1121 -2.4061
H -2.8217 0.6367 -4.0461
H -0.6531 3.2036 -2.6362
H 1.2704 2.7871 -1.4762
H 2.5053 0.5018 -2.8215
H 1.7137 2.4989 -3.1244
H 0.8140 -1.5747 -4.1761
H 1.3496 -1.4635 -1.9988
P -3.1187 -0.6509 -2.0593
C -4.8239 -0.2529 -1.6972
C -2.6374 -2.2816 -1.5265
P 3.3958 0.9111 -0.7835
C -2.1067 0.5124 -1.0805
C 4.6975 -0.2412 -1.3183
C 4.1255 2.4961 -1.3424
H -4.8388 0.4476 -0.8487
H -5.3607 -1.1713 -1.4171
H -5.3365 0.1913 -2.5625
H -1.6521 -2.6034 -1.8849
H -3.3786 -2.9996 -1.8986
H -2.6275 -2.3085 -0.4313
H 3.6666 2.9469 -2.2312
H 5.1993 2.3226 -1.5210
H 4.0014 3.1847 -0.4904
H -2.6233 1.0602 -0.2764
H -0.1964 -0.7491 -1.7074
H 5.1195 -0.6082 -0.3676
H 5.4840 0.2777 -1.8840
H 4.3067 -1.0919 -1.8885
B -0.6676 3.5167 3.7433
C -0.2285 2.8988 2.4061
N 0.0788 2.4306 1.3701
H -1.5559 4.3209 3.4912
H 0.3003 4.0803 4.2390
H -1.0984 2.6287 4.4735
```

Summary:
Energy above the lowest of the compared OMol25 structures with the same formula, charge and spin = 584.7 kJ/mol
LUMO (spin up / spin down) = -3.89 / -3.43 eV
Maximum force = 7.29 eV Å⁻¹
HOMO energy (spin up / spin down) = -7.5 / -8.0 eV
Multiplicity = 6
<S²> = 9.0035
Total charge = +1
Kohn-Sham gap (spin up / spin down) = 0.1309 / 0.1674 hartree
E_tot = -64235.6887 eV



Density functional theory data (ωB97M-V/def2-TZVPD) for a cluster of 2 separate species, C6H15NO in total at a distorted geometry.

The geometry in XYZ format:
```
23
Properties=species:S:1:pos:R:3
C -0.4081 -0.6163 -2.7953
C -0.8254 0.3069 -1.6766
C -0.4564 0.1275 -0.4055
C 0.3262 -1.0151 0.1380
C -0.7001 1.2749 0.5792
C 0.3319 2.3981 0.3658
N 0.1654 3.6059 1.1243
H 0.2296 -0.1313 -3.5344
H 0.1795 -1.4632 -2.4592
H -1.3458 -0.9901 -3.2186
H -1.4677 1.1546 -1.8791
H 0.3300 -1.9651 -0.3985
H 1.3991 -0.8479 0.3157
H 0.0950 -1.3522 1.1587
H -1.6842 1.6755 0.3004
H -0.7748 0.9068 1.6028
H 1.3342 1.9638 0.4931
H 0.3404 2.4454 -0.7326
H -0.7098 4.0722 0.9176
H 0.9736 4.2003 1.0407
O 0.8505 -4.9451 3.2534
H 0.6871 -5.0065 2.3028
H 1.1298 -5.7993 3.5070
```

Summary:
Energy above the lowest of the compared OMol25 structures with the same formula, charge and spin = 189.8 kJ/mol
LUMO = 0.78 eV
Maximum force = 2.10 eV Å⁻¹
HOMO energy = -8.8 eV
SMILES = C/C=C(\C)CCN.O
Kohn-Sham gap = 0.3507 hartree
E_tot = -10001.7904 eV



Density functional theory data (ωB97M-V/def2-TZVPD) for a cluster of 2 separate species, C4H6O2 in total at a distorted geometry.

The geometry in XYZ format:
```
12
Properties=species:S:1:pos:R:3
C -0.9882 0.5516 0.7340
C -0.3654 -0.6574 0.0895
C -0.2723 -0.7946 -1.3651
O 0.8770 -0.4950 -0.5860
C 2.2567 1.2497 0.9894
O 3.2622 0.9088 0.5872
H -2.0493 0.3557 0.9158
H -0.5110 0.7821 1.6901
H -0.8976 1.4292 0.0875
H -0.4067 -1.5734 0.6831
H -0.6182 0.0262 -1.9968
H -0.2872 -1.7827 -1.8286
```

Summary:
Energy above the lowest of the compared OMol25 structures with the same formula, charge and spin = 179.8 kJ/mol
LUMO = 1.16 eV
Maximum force = 1.42 eV Å⁻¹
HOMO energy = -10.4 eV
Kohn-Sham gap = 0.4244 hartree
E_tot = -8338.5972 eV



Density functional theory data (ωB97M-V/def2-TZVPD) for a structure of composition C4H12N3O at a distorted geometry.

The geometry in XYZ format:
```
20
Properties=species:S:1:pos:R:3
N -0.2130 1.0221 1.0705
C 0.2861 -0.0237 0.4122
C -0.6201 -0.4086 -1.0080
C -2.0751 -0.0599 -0.8002
N -2.5394 -0.4755 0.5181
C 1.9009 -0.0949 -0.3406
N 2.7946 0.1336 0.7073
O 1.9469 -1.1997 -0.9052
H 0.1475 1.9183 0.7329
H 0.7063 0.6236 1.5595
H 2.0365 0.6737 -1.1391
H 0.0618 -0.9758 0.9020
H -0.0506 -0.0852 -1.8713
H -0.4454 -1.4741 -0.8092
H -2.0926 1.0226 -0.9879
H -2.6621 -0.6185 -1.5311
H -3.5477 -0.5067 0.4866
H -2.2338 0.1687 1.2350
H 3.4189 -0.6631 0.7778
H 3.1803 1.0229 0.9905
```

Summary:
Energy above the lowest of the compared OMol25 structures with the same formula, charge and spin = 812.7 kJ/mol
LUMO = -7.89 eV
Maximum force = 9.12 eV Å⁻¹
HOMO energy = -13.5 eV
Total charge = +1
Kohn-Sham gap = 0.2049 hartree
E_tot = -10846.6701 eV



Density functional theory data (ωB97M-V/def2-TZVPD) for an isolated molecule of C5H12S at a distorted geometry.

The geometry in XYZ format:
```
18
Properties=species:S:1:pos:R:3
C 0.3012 -1.9851 2.1456
C 0.0777 -0.6570 1.5781
C -0.2293 -0.8127 0.1463
C -0.5884 0.3880 -0.7602
C -0.8821 -0.0361 -2.0895
S 0.6688 1.6674 -0.5881
H 1.0745 -2.3691 1.5066
H 0.6664 -2.0890 3.1483
H -0.5334 -2.7045 2.1855
H -0.7441 -0.2846 2.1841
H 0.9444 -0.0518 1.6506
H -1.0470 -1.4869 -0.0736
H 0.6819 -1.2921 -0.3408
H -1.5664 0.8436 -0.2690
H -1.5224 -0.9675 -2.1359
H -0.0062 -0.4625 -2.4940
H -1.4425 0.6881 -2.8278
H 0.7186 2.1157 0.7547
```

Summary:
Energy above the lowest of the compared OMol25 structures with the same formula, charge and spin = 108.1 kJ/mol
LUMO = 0.85 eV
Maximum force = 6.64 eV Å⁻¹
HOMO energy = -8.9 eV
SMILES = CCC[C@H](C)S
Kohn-Sham gap = 0.3570 hartree
E_tot = -16213.6549 eV



Density functional theory data (ωB97M-V/def2-TZVPD) for a structure of composition C29H24F12N2O2Pt at a distorted geometry.

The geometry in XYZ format:
```
70
Properties=species:S:1:pos:R:3
Pt -0.0318 -0.8409 -1.0997
C 1.8089 5.0674 -0.6354
C 1.5025 3.6536 -0.2092
C 0.4386 3.3553 0.6311
C 0.1801 2.0514 0.9946
C 0.9559 0.9680 0.5308
N 0.6204 -0.3276 0.8822
C 0.2122 -0.6484 2.1313
C 0.6657 0.1199 3.2404
C 0.3443 -0.1788 4.5438
C -0.4619 -1.2697 4.8443
C -0.8391 -1.6269 6.2610
C -0.8712 -2.0655 3.7824
C -0.5654 -1.7970 2.4518
C -1.0097 -2.8136 1.3767
O -1.0562 -2.4564 0.0989
C -2.4883 -3.3109 1.6873
F -3.3015 -2.2417 1.8779
F -2.7156 -4.1289 2.7608
F -2.9938 -3.9924 0.6408
C -0.0555 -4.0596 1.5396
F -0.1817 -4.7236 2.7310
F 1.2333 -3.7073 1.4545
F -0.2823 -4.9909 0.5887
C 2.0480 1.2776 -0.3235
C 2.2862 2.6006 -0.6689
C 2.9210 0.1182 -0.8472
O 2.2920 -0.9809 -1.2690
C 3.8368 0.5954 -2.0408
F 4.4920 -0.4441 -2.5936
F 3.1109 1.1500 -3.0322
F 4.8165 1.5069 -1.7348
C 3.9222 -0.2315 0.3250
F 3.3158 -0.8390 1.3460
F 4.5391 0.8707 0.8533
F 4.9274 -1.0478 -0.0725
H 1.2840 5.7911 -0.0091
H 1.5037 5.2361 -1.6725
H 2.8809 5.2662 -0.5721
H -0.1907 4.1574 1.0089
H -0.6546 1.8222 1.6436
H 1.3223 0.9545 3.0345
H 0.7403 0.4450 5.3412
H -0.5086 -0.8514 6.9548
H -0.3810 -2.5744 6.5622
H -1.9204 -1.7482 6.3714
H -1.4625 -2.9355 4.0301
H 3.0962 2.8614 -1.3339
C -3.2513 -0.7372 -1.4264
N -2.4539 0.4800 -1.2948
C -3.0819 1.3635 -0.3366
C -2.3166 1.1298 -2.5865
C -1.3423 0.4611 -3.5324
C -1.5179 0.7112 -4.8921
C -0.5975 0.2666 -5.8285
C 0.5207 -0.4297 -5.3880
C 0.6707 -0.7116 -4.0380
C -0.2525 -0.2970 -3.0639
H -4.2746 -0.5030 -1.7825
H -3.3178 -1.2332 -0.4602
H -2.7728 -1.4217 -2.1250
H -4.0971 1.6679 -0.6583
H -2.4767 2.2581 -0.1933
H -3.1769 0.8490 0.6208
H -1.9643 2.1558 -2.4317
H -3.3127 1.2011 -3.0668
H -2.3975 1.2582 -5.2249
H -0.7482 0.4754 -6.8829
H 1.2764 -0.7395 -6.1030
H 1.5593 -1.2409 -3.7116
```

Summary:
Energy above the lowest of the compared OMol25 structures with the same formula, charge and spin = 158.1 kJ/mol
LUMO (spin up / spin down) = 4.62 / 4.62 eV
Maximum force = 2.85 eV Å⁻¹
HOMO energy (spin up / spin down) = -0.9 / -0.9 eV
Total charge = -2
Kohn-Sham gap (spin up / spin down) = 0.2019 / 0.2014 hartree
E_tot = -73395.4043 eV



Density functional theory data (ωB97M-V/def2-TZVPD) for a cluster of 2 separate species, C4H7BrOS in total at a distorted geometry.

The geometry in XYZ format:
```
14
Properties=species:S:1:pos:R:3
C 1.1892 0.7293 0.3461
C 2.3907 0.7177 0.3133
C -1.1349 1.8371 0.0023
C -0.2075 0.7517 0.7021
O 1.3906 -2.3810 1.5197
S 1.5869 -3.0656 -0.0471
Br 4.1038 0.6578 -0.4091
H 2.8132 -2.3881 -0.3480
H -2.0732 1.5832 0.4872
H -1.0593 1.4725 -1.0064
H -1.0850 2.8815 0.0770
H -0.6566 -0.2053 0.4447
H -0.3465 0.9279 1.7657
H 2.2077 -2.6333 2.0077
```

Summary:
Energy above the lowest of the compared OMol25 structures with the same formula, charge and spin = 231.4 kJ/mol
LUMO (spin up / spin down) = 0.47 / -2.34 eV
Maximum force = 3.32 eV Å⁻¹
HOMO energy (spin up / spin down) = -6.0 / -9.5 eV
Multiplicity = 3
<S²> = 2.0064
Kohn-Sham gap (spin up / spin down) = 0.2375 / 0.2645 hartree
E_tot = -87179.5942 eV